Molecular formula: C23H26O5
Method: DFT, the ωB97M-V functional and the def2-TZVPD basis

## Properties
Relative energy (zero: lowest compared OMol25 entry of this formula, charge and spin): 0.0 kJ/mol
Maximum force: 0.04738 Eh/bohr
Calculated total energy: -34506.8626 eV
E_HOMO: -5.8 eV
Spin multiplicity: 1
E_LUMO: -2.523 eV
Net charge: 0

Last column: natural (NBO) charge in e.
Geometry (Å):
C (-4.17215, -0.95445, -3.10257)  -0.62
C (-2.98753, -0.01515, -3.06649)  -0.07
O (-1.75380, -0.69097, -3.12636)  -0.53
C (-0.73285, 0.21326, -2.99404)  0.74
C (0.60123, -0.32073, -3.03696)  -0.37
C (1.79839, 0.43231, -2.91646)  0.51
O (1.91111, 1.63232, -2.71672)  -0.67
C (2.98496, -0.49182, -3.04492)  -0.49
C (2.43584, -1.92353, -2.95446)  -0.40
C (0.91608, -1.77849, -3.16807)  -0.40
O (-0.93318, 1.41293, -2.84356)  -0.68
H (-5.12027, -0.41738, -3.05111)  0.21
H (-4.16414, -1.54543, -4.01826)  0.21
H (-4.13166, -1.65307, -2.26750)  0.20
H (-3.00289, 0.69128, -3.90905)  0.18
H (-2.97309, 0.58940, -2.14794)  0.17
H (3.47124, -0.30691, -4.00935)  0.21
H (3.72011, -0.26996, -2.26441)  0.20
H (2.90504, -2.60123, -3.67832)  0.20
H (2.63528, -2.34020, -1.95969)  0.19
H (0.34387, -2.35114, -2.42939)  0.19
H (0.60223, -2.13319, -4.15626)  0.19
C (-5.51461, 1.68339, 2.01491)  -0.26
O (-4.72862, 2.21395, 0.97308)  -0.47
C (-3.36531, 1.95294, 1.05242)  0.39
C (-2.56222, 2.45849, 0.01899)  -0.28
C (-1.21852, 2.21746, -0.01694)  -0.05
C (-0.57471, 1.45271, 0.98283)  -0.21
C (0.81647, 1.23238, 0.83418)  0.11
C (1.75863, 0.47978, 1.57742)  -0.19
C (3.12148, 0.61286, 1.22427)  -0.08
C (4.10356, -0.05210, 1.89680)  -0.27
C (3.80366, -0.90853, 2.96818)  0.37
O (4.88011, -1.52025, 3.60078)  -0.47
C (4.56263, -2.35247, 4.69231)  -0.26
C (2.45172, -1.07920, 3.30706)  -0.27
C (1.46129, -0.41530, 2.63263)  -0.11
C (-1.38265, 0.99757, 2.05124)  -0.05
C (-2.73104, 1.22913, 2.07597)  -0.34
H (-6.54869, 1.98960, 1.85289)  0.21
H (-5.46592, 0.59430, 2.00806)  0.18
H (-5.18096, 2.07214, 2.97669)  0.18
H (-3.03890, 3.03519, -0.75376)  0.25
H (-0.63711, 2.58753, -0.84359)  0.28
H (1.24182, 1.73394, -0.02097)  0.25
H (3.38554, 1.27112, 0.41401)  0.24
H (5.13931, 0.07484, 1.63176)  0.24
H (5.48904, -2.78691, 5.06951)  0.21
H (4.09712, -1.77216, 5.48910)  0.18
H (3.90296, -3.15909, 4.37420)  0.18
H (2.19006, -1.75144, 4.10358)  0.22
H (0.44268, -0.62989, 2.88551)  0.21
H (-0.93593, 0.50091, 2.89031)  0.20
H (-3.31670, 0.85928, 2.89844)  0.23

Cartesian forces (eV/Å) of the 3 atoms listed first:
C 0.4 -0.4 -0.1
C -0.7 0.9 0.0
O 0.3 -0.3 0.1